Version i
DFT (ωB97M-V/def2-TZVPD) results for a cluster of 2 separate species, C6H14 in total.

CARTESIAN COORDINATES (ANGSTROEM)
C (-1.38, 0.51, 0.74)
C (-1.19, 1.04, -0.52)
C (-2.01, 0.59, -1.70)
H (-2.16, -0.22, 0.90)
H (-1.18, 1.13, 1.61)
H (-0.79, 2.05, -0.59)
H (-2.84, 1.27, -1.88)
H (-1.39, 0.54, -2.60)
H (-2.41, -0.41, -1.53)
C (1.96, -0.44, 1.68)
C (1.05, -1.02, 0.61)
C (1.26, -0.52, -0.75)
H (3.00, -0.72, 1.51)
H (1.89, 0.65, 1.69)
H (1.68, -0.80, 2.67)
H (-0.08, -0.54, 0.89)
H (0.97, -2.11, 0.67)
H (0.41, 0.35, -0.88)
H (0.95, -1.21, -1.54)
H (2.25, -0.14, -0.97)

Computed properties:
* total charge: 0
* SMILES: C=CC.CCC
* 2S+1: 1
* Kohn-Sham gap: 9.808 eV

---

Version ii
DFT (ωB97M-V/def2-TZVPD) results for a cluster of 2 separate species, C6H14 in total.

CARTESIAN COORDINATES (ANGSTROEM)
C (1.11, -0.72, -1.52)
C (0.17, -0.26, -0.70)
C (-1.01, 0.53, -1.21)
C (0.23, -0.55, 0.79)
C (0.16, 0.73, 1.64)
C (-0.87, -1.54, 1.21)
H (1.96, -1.30, -1.15)
H (1.08, -0.53, -2.59)
H (-1.96, 0.02, -1.02)
H (-0.93, 0.69, -2.29)
H (-1.07, 1.51, -0.73)
H (1.19, -1.03, 0.99)
H (-0.81, 1.22, 1.55)
H (0.93, 1.44, 1.34)
H (0.31, 0.49, 2.70)
H (-0.83, -2.45, 0.62)
H (-0.77, -1.81, 2.27)
H (-1.87, -1.10, 1.09)
H (1.68, 2.73, -1.71)
H (1.57, 2.07, -1.37)

Computed properties:
* total charge: 0
* SMILES: C=C(C)C(C)C.[H][H]
* 2S+1: 1
* Kohn-Sham gap: 10.463 eV

---

Relative energies with respect to the most stable structure, expressed in kJ/mol: version i 110.0; version ii 0.0.

---

Version i
DFT (ωB97M-V/def2-TZVPD) results for the molecule C5H7N2P.

CARTESIAN COORDINATES (ANGSTROEM)
C (-2.35, -0.28, 1.42)
P (-2.11, 0.99, 0.43)
C (-1.20, 0.11, -0.96)
C (0.24, 0.16, -0.50)
C (1.31, -0.66, -0.94)
C (2.37, -0.23, -0.15)
N (1.98, 0.87, 0.54)
N (0.66, 1.08, 0.34)
H (-3.00, -0.15, 2.30)
H (-2.05, -1.34, 1.06)
H (-1.45, 0.66, -1.87)
H (-1.45, -0.89, -0.80)
H (1.27, -1.30, -1.71)
H (3.35, -0.36, -0.38)
H (2.43, 1.34, 1.23)

Computed properties:
* total charge: 0
* SMILES: C=PCc1cc[nH]n1
* 2S+1: 1
* Kohn-Sham gap: 9.908 eV

---

Version ii
DFT (ωB97M-V/def2-TZVPD) results for a structure of composition C5H7N2P.

CARTESIAN COORDINATES (ANGSTROEM)
C (-0.11, 1.34, -1.48)
C (1.26, -0.28, -0.53)
C (-1.15, -0.37, 0.11)
C (-0.77, 0.39, 1.45)
C (-0.10, -0.06, -0.95)
N (0.00, 2.45, -1.69)
N (2.28, -0.25, -1.24)
P (0.98, -0.12, 1.90)
H (-1.04, -1.49, 0.25)
H (-2.19, -0.10, -0.28)
H (-1.03, 1.46, 1.50)
H (-1.53, 0.02, 2.16)
H (-0.34, -0.68, -1.97)
H (3.07, -0.75, -0.84)
H (0.66, -1.56, 1.59)

Computed properties:
* total charge: 0
* 2S+1: 1
* Kohn-Sham gap: 8.479 eV

---

Relative energies with respect to the most stable structure, expressed in kJ/mol: version i 0.0; version ii 72.4.

---

Version i
DFT (ωB97M-V/def2-TZVPD) results for the molecule C18H20N2O5.

CARTESIAN COORDINATES (ANGSTROEM)
N (-1.90, 3.50, -0.93)
C (-0.85, 2.76, -0.30)
C (-1.35, 2.44, 1.16)
C (-0.48, 1.65, 2.12)
C (-0.61, 0.21, 2.09)
C (0.32, -0.51, 2.78)
C (1.39, 0.17, 3.40)
O (2.44, -0.50, 3.87)
C (1.31, 1.52, 3.72)
C (0.31, 2.30, 3.10)
C (-0.59, 1.59, -1.22)
O (-1.27, 1.40, -2.26)
N (0.50, 0.84, -0.82)
C (1.32, 0.31, -1.88)
C (0.73, -0.94, -2.62)
C (0.10, -2.02, -1.82)
C (0.66, -3.23, -1.52)
C (0.20, -4.19, -0.58)
C (-1.04, -4.02, -0.07)
O (-1.48, -4.89, 0.84)
C (-1.80, -2.94, -0.52)
C (-1.24, -1.90, -1.31)
C (1.47, 1.33, -2.99)
O (1.62, 0.98, -4.16)
O (1.62, 2.66, -2.66)
H (-1.59, 3.93, -1.77)
H (-2.60, 2.82, -1.23)
H (0.13, 3.27, -0.22)
H (-2.30, 1.91, 0.99)
H (-1.65, 3.41, 1.57)
H (-1.32, -0.31, 1.52)
H (0.38, -1.54, 2.66)
H (2.22, -1.39, 4.20)
H (1.95, 1.95, 4.47)
H (0.19, 3.38, 3.30)
H (0.86, 0.90, 0.17)
H (2.32, 0.00, -1.52)
H (1.44, -1.29, -3.34)
H (0.00, -0.52, -3.30)
H (1.65, -3.39, -1.92)
H (0.91, -4.96, -0.33)
H (-0.92, -5.61, 0.80)
H (-2.80, -2.94, -0.31)
H (-1.71, -0.95, -1.47)
H (1.50, 2.82, -1.72)

Computed properties:
* total charge: 0
* SMILES: N[C@@H](Cc1ccc(O)cc1)C(=O)N[C@@H](Cc1ccc(O)cc1)C(=O)O
* 2S+1: 1
* Kohn-Sham gap: 8.930 eV

---

Version ii
DFT (ωB97M-V/def2-TZVPD) results for the molecule C18H20N2O5.

CARTESIAN COORDINATES (ANGSTROEM)
C (-1.98, 0.10, 2.94)
O (-0.68, 0.62, 2.86)
C (0.22, 0.02, 2.00)
C (-0.13, -1.01, 1.14)
C (0.79, -1.58, 0.28)
C (2.10, -1.14, 0.27)
C (3.10, -1.69, -0.72)
C (3.35, -0.67, -1.84)
N (2.11, -0.04, -2.26)
C (1.87, 1.24, -1.86)
O (2.73, 2.04, -1.57)
N (0.54, 1.64, -1.84)
C (-0.61, 0.85, -1.90)
C (-0.81, -0.06, -2.93)
C (-1.95, -0.86, -2.98)
C (-2.88, -0.71, -1.99)
C (-2.70, 0.24, -0.97)
C (-1.59, 1.03, -0.91)
O (-3.77, 0.19, -0.12)
C (-4.65, -0.78, -0.64)
O (-4.07, -1.36, -1.80)
C (2.46, -0.12, 1.13)
C (1.55, 0.48, 2.00)
O (2.10, 1.46, 2.77)
C (1.34, 2.14, 3.75)
H (-2.47, 0.69, 3.72)
H (-1.98, -0.95, 3.23)
H (-2.53, 0.22, 2.00)
H (-1.14, -1.38, 1.13)
H (0.47, -2.38, -0.37)
H (4.04, -1.92, -0.23)
H (2.70, -2.61, -1.16)
H (4.00, 0.14, -1.50)
H (3.82, -1.16, -2.70)
H (1.32, -0.66, -2.29)
H (0.43, 2.53, -1.38)
H (-0.09, -0.13, -3.73)
H (-2.10, -1.57, -3.78)
H (-1.45, 1.75, -0.12)
H (-5.61, -0.31, -0.90)
H (-4.82, -1.57, 0.11)
H (3.47, 0.26, 1.14)
H (0.51, 2.69, 3.31)
H (0.97, 1.46, 4.51)
H (2.04, 2.85, 4.20)

Computed properties:
* total charge: 0
* SMILES: COc1ccc(CCNC(=O)Nc2ccc3c(c2)OCO3)cc1OC
* 2S+1: 1
* Kohn-Sham gap: 8.564 eV

---

Relative energies with respect to the most stable structure, expressed in kJ/mol: version i 48.3; version ii 0.0.

---

Version i
DFT (ωB97M-V/def2-TZVPD) results for the molecule C20H22ClN3OS.

CARTESIAN COORDINATES (ANGSTROEM)
O (-4.87, 1.66, 0.63)
C (-4.11, 0.71, 0.58)
C (-2.63, 0.90, 0.57)
C (-1.88, 0.68, 1.72)
C (-0.52, 0.94, 1.73)
C (0.12, 1.42, 0.59)
N (1.49, 1.68, 0.69)
C (2.44, 1.78, -0.27)
S (2.20, 1.47, -1.88)
N (3.66, 2.17, 0.20)
C (4.86, 2.21, -0.60)
C (5.73, 1.00, -0.34)
C (6.89, 1.10, 0.42)
C (7.65, -0.02, 0.69)
C (7.25, -1.25, 0.20)
Cl (8.21, -2.65, 0.53)
C (6.10, -1.37, -0.56)
C (5.34, -0.24, -0.82)
C (-0.64, 1.67, -0.55)
C (-1.99, 1.42, -0.55)
N (-4.55, -0.57, 0.56)
C (-3.72, -1.73, 0.33)
C (-4.04, -2.35, -1.03)
C (-5.53, -2.69, -1.10)
C (-6.36, -1.45, -0.82)
C (-5.97, -0.85, 0.53)
H (-2.36, 0.31, 2.61)
H (0.05, 0.77, 2.63)
H (1.82, 1.71, 1.65)
H (3.79, 2.23, 1.20)
H (4.55, 2.23, -1.65)
H (5.40, 3.13, -0.37)
H (7.20, 2.06, 0.80)
H (8.56, 0.06, 1.27)
H (5.80, -2.33, -0.94)
H (4.44, -0.33, -1.42)
H (-0.17, 2.07, -1.44)
H (-2.57, 1.62, -1.44)
H (-2.66, -1.44, 0.37)
H (-3.91, -2.46, 1.12)
H (-3.43, -3.24, -1.18)
H (-3.79, -1.63, -1.82)
H (-5.77, -3.10, -2.09)
H (-5.76, -3.46, -0.36)
H (-7.42, -1.69, -0.82)
H (-6.18, -0.70, -1.60)
H (-6.49, 0.09, 0.71)
H (-6.20, -1.56, 1.33)

Computed properties:
* total charge: 0
* SMILES: O=C(c1ccc(NC(=S)NCc2ccc(Cl)cc2)cc1)N1CCCCC1
* 2S+1: 1
* Kohn-Sham gap: 8.759 eV

---

Version ii
DFT (ωB97M-V/def2-TZVPD) results for the molecule C20H22ClN3OS.

CARTESIAN COORDINATES (ANGSTROEM)
C (2.55, -2.81, 3.75)
C (2.29, -3.22, 2.33)
C (2.91, -4.38, 1.83)
C (2.70, -4.79, 0.54)
C (1.87, -4.05, -0.32)
N (1.69, -4.49, -1.59)
C (0.93, -3.82, -2.40)
Cl (0.76, -4.42, -4.00)
C (0.25, -2.63, -2.04)
C (-0.60, -1.78, -2.79)
C (-1.07, -0.73, -2.07)
C (-1.96, 0.34, -2.59)
O (-2.34, 0.32, -3.75)
N (-2.31, 1.28, -1.70)
C (-3.04, 2.46, -2.07)
C (-2.23, 3.73, -1.79)
C (-1.98, 3.92, -0.29)
N (-1.16, 2.87, 0.28)
C (0.25, 2.93, -0.09)
C (1.01, 2.18, 1.02)
C (-0.06, 1.87, 2.08)
C (-1.18, 2.84, 1.74)
S (-0.48, -0.74, -0.43)
C (0.42, -2.18, -0.72)
C (1.24, -2.88, 0.19)
C (1.47, -2.49, 1.51)
H (2.23, -3.60, 4.43)
H (2.02, -1.90, 3.99)
H (3.62, -2.64, 3.91)
H (3.55, -4.95, 2.48)
H (3.17, -5.68, 0.14)
H (-0.86, -1.94, -3.82)
H (-1.86, 1.35, -0.78)
H (-3.98, 2.49, -1.52)
H (-3.26, 2.38, -3.14)
H (-2.78, 4.59, -2.16)
H (-1.28, 3.68, -2.32)
H (-1.52, 4.91, -0.12)
H (-2.94, 3.91, 0.23)
H (0.39, 2.46, -1.06)
H (0.60, 3.97, -0.15)
H (1.79, 2.81, 1.44)
H (1.47, 1.27, 0.65)
H (0.30, 2.00, 3.10)
H (-0.42, 0.84, 1.96)
H (-2.16, 2.50, 2.09)
H (-0.98, 3.83, 2.17)
H (0.99, -1.59, 1.87)

Computed properties:
* total charge: 0
* SMILES: Cc1ccc2nc(Cl)c3cc(C(=O)NCCCN4CCCC4)sc3c2c1
* 2S+1: 1
* Kohn-Sham gap: 8.422 eV

---

Relative energies with respect to the most stable structure, expressed in kJ/mol: version i 30.9; version ii 0.0.

---

Version i
DFT (ωB97M-V/def2-TZVPD) results for the ion C9H16NO2 with charge +1.

CARTESIAN COORDINATES (ANGSTROEM)
C (-1.96, -1.20, -1.97)
C (-0.90, -2.29, -1.69)
C (-0.13, -1.98, -0.44)
O (-0.52, -2.09, 0.69)
O (1.14, -1.54, -0.71)
C (2.00, -1.42, 0.43)
C (1.57, -0.36, 1.47)
C (0.71, 0.74, 0.99)
N (0.73, 1.21, -0.21)
C (-0.18, 2.36, -0.43)
C (-0.51, 2.76, 1.01)
C (-0.30, 1.47, 1.80)
H (-1.84, -0.34, -1.31)
H (-2.96, -1.58, -1.80)
H (-1.90, -0.86, -3.00)
H (-1.38, -3.26, -1.53)
H (-0.20, -2.39, -2.52)
H (2.98, -1.20, 0.01)
H (2.06, -2.38, 0.94)
H (2.47, 0.13, 1.86)
H (1.07, -0.82, 2.32)
H (1.26, 0.78, -0.95)
H (0.34, 3.13, -0.99)
H (-1.04, 2.03, -1.01)
H (-1.50, 3.18, 1.13)
H (0.22, 3.51, 1.33)
H (-0.04, 1.58, 2.85)
H (-1.19, 0.83, 1.75)

Computed properties:
* total charge: +1
* SMILES: CCC(=O)OCCC1=[NH+]CCC1
* 2S+1: 1
* Kohn-Sham gap: 10.331 eV

---

Version ii
DFT (ωB97M-V/def2-TZVPD) results for the ion C9H16NO2 with charge +1.

CARTESIAN COORDINATES (ANGSTROEM)
C (-1.08, -1.63, -0.80)
C (2.32, -0.31, 1.00)
C (2.22, -1.54, 0.04)
C (-0.72, 1.29, -0.85)
C (0.07, 0.85, 0.37)
C (1.50, 0.44, -0.13)
C (-2.12, -0.70, -0.87)
C (0.23, 2.01, 1.35)
C (-3.45, -1.42, -0.80)
N (1.45, -0.76, -0.97)
O (-0.84, -2.66, -0.22)
O (-2.05, 0.51, -0.93)
H (-0.75, -1.54, -1.86)
H (1.79, -0.39, 1.95)
H (3.36, 0.09, 1.29)
H (3.21, -1.96, -0.25)
H (1.62, -2.40, 0.30)
H (-0.95, 2.27, -0.56)
H (-0.26, 1.32, -1.80)
H (-0.39, 0.11, 0.87)
H (1.89, 1.33, -0.61)
H (-0.85, 2.42, 1.58)
H (0.80, 2.95, 1.08)
H (0.75, 1.69, 2.34)
H (-3.62, -1.45, -1.85)
H (-4.21, -0.74, -0.55)
H (-3.65, -2.27, -0.19)
H (1.64, -0.76, -1.94)

Computed properties:
* total charge: +1
* 2S+1: 1
* Kohn-Sham gap (alpha / beta): 7.227 / 7.226 eV

---

Relative energies with respect to the most stable structure, expressed in kJ/mol: version i 0.0; version ii 590.1.

---

Version i
DFT (ωB97M-V/def2-TZVPD) results for the molecule C18H26N2O5S.

CARTESIAN COORDINATES (ANGSTROEM)
C (-3.88, -2.48, 1.12)
O (-4.56, -1.25, 1.26)
C (-4.27, -0.15, 0.55)
C (-5.13, 0.92, 0.87)
C (-5.02, 2.16, 0.28)
C (-4.03, 2.40, -0.67)
C (-3.90, 3.74, -1.33)
C (-3.19, 1.35, -0.99)
C (-3.28, 0.09, -0.40)
S (-2.04, -1.05, -1.05)
O (-1.25, -0.32, -2.01)
O (-2.63, -2.27, -1.50)
N (-1.13, -1.41, 0.33)
C (-0.33, -2.62, 0.23)
C (0.97, -2.41, -0.53)
C (1.78, -1.28, 0.13)
C (3.07, -1.06, -0.65)
O (3.20, -1.44, -1.80)
N (4.09, -0.44, 0.00)
C (4.11, 0.15, 1.32)
C (4.37, 1.66, 1.19)
O (5.57, 1.91, 0.51)
C (5.55, 1.35, -0.79)
C (5.33, -0.16, -0.72)
C (0.92, -0.01, 0.10)
C (-0.40, -0.27, 0.85)
H (-4.43, -3.18, 1.75)
H (-3.88, -2.83, 0.09)
H (-2.85, -2.40, 1.47)
H (-5.89, 0.73, 1.61)
H (-5.70, 2.95, 0.56)
H (-3.78, 4.52, -0.58)
H (-3.05, 3.75, -2.01)
H (-4.80, 3.96, -1.90)
H (-2.41, 1.48, -1.73)
H (-0.13, -2.97, 1.25)
H (-0.96, -3.36, -0.27)
H (0.75, -2.13, -1.56)
H (1.55, -3.33, -0.54)
H (2.01, -1.57, 1.16)
H (3.17, -0.02, 1.84)
H (4.93, -0.30, 1.89)
H (4.47, 2.11, 2.18)
H (3.53, 2.13, 0.66)
H (6.52, 1.58, -1.23)
H (4.75, 1.81, -1.38)
H (5.23, -0.58, -1.72)
H (6.16, -0.64, -0.19)
H (0.69, 0.24, -0.93)
H (1.43, 0.83, 0.57)
H (-0.20, -0.46, 1.91)
H (-1.05, 0.60, 0.77)

Computed properties:
* total charge: 0
* SMILES: COc1ccc(C)cc1S(=O)(=O)N1CCC(C(=O)N2CCOCC2)CC1
* 2S+1: 1
* Kohn-Sham gap: 9.137 eV

---

Version ii
DFT (ωB97M-V/def2-TZVPD) results for a structure of composition C18H26N2O5S.

CARTESIAN COORDINATES (ANGSTROEM)
C (3.16, 1.48, -1.68)
C (2.62, 0.14, -1.93)
C (1.09, -0.09, -1.46)
H (1.17, 0.23, -0.45)
H (0.71, 0.61, -2.22)
C (0.91, -1.63, -1.57)
N (0.16, -2.11, -0.36)
C (-1.40, -2.06, -0.56)
O (-2.02, -2.63, 0.35)
C (-2.11, -1.25, -1.57)
O (-1.80, -0.18, -1.85)
C (-1.91, 0.86, -1.07)
C (-1.41, 2.41, -1.51)
C (-1.74, 3.31, -0.49)
C (-2.16, 3.19, 0.62)
C (-2.41, 1.85, 1.28)
C (-2.24, 0.94, 0.37)
H (-2.55, -0.16, 0.76)
H (-3.04, 1.78, 2.14)
N (-2.28, 4.25, 1.67)
C (-2.70, 4.38, 2.76)
O (-3.03, 3.31, 3.68)
C (-2.78, 5.76, 3.42)
H (-3.02, 5.76, 4.55)
H (-3.55, 6.37, 2.53)
H (-1.76, 6.31, 3.32)
H (-1.87, 5.30, 1.09)
H (-1.55, 4.28, -0.90)
H (-1.06, 2.35, -2.30)
H (-1.99, -1.84, -2.41)
H (-3.28, -1.35, -1.31)
C (0.63, -2.90, 0.41)
C (1.90, -2.33, 1.07)
H (2.11, -2.24, 2.08)
H (2.26, -1.35, 0.61)
S (3.01, -3.64, 0.58)
O (3.47, -3.31, -1.03)
O (4.31, -3.65, 1.72)
C (2.03, -5.00, 0.67)
C (0.80, -4.53, 0.12)
H (1.01, -4.23, -0.89)
H (-0.02, -5.11, 0.45)
H (2.53, -5.87, 0.12)
H (2.09, -5.14, 1.71)
H (-0.11, -3.04, 1.29)
H (1.65, -2.11, -1.63)
H (0.30, -1.63, -2.49)
H (3.42, -0.48, -1.37)
H (2.64, -0.28, -3.10)
H (2.57, 1.99, -2.29)
H (3.09, 1.72, -0.76)
H (4.14, 1.56, -2.17)

Computed properties:
* total charge: 0
* 2S+1: 1
* Kohn-Sham gap: 8.292 eV

---

Relative energies with respect to the most stable structure, expressed in kJ/mol: version i 0.0; version ii 2052.0.

---

Version i
DFT (ωB97M-V/def2-TZVPD) results for a structure of composition CH2ClOP.

CARTESIAN COORDINATES (ANGSTROEM)
C (-1.59, 0.23, -1.09)
O (-2.86, 0.09, 0.31)
P (-0.33, 0.72, -0.14)
Cl (-2.08, 0.57, -2.58)
H (0.96, 0.37, -0.64)
H (-0.43, -0.11, 0.99)

Computed properties:
* total charge: 0
* 2S+1: 1
* Kohn-Sham gap: 7.252 eV

---

Version ii
DFT (ωB97M-V/def2-TZVPD) results for the molecule CH2ClOP.

CARTESIAN COORDINATES (ANGSTROEM)
C (0.93, -0.06, 0.75)
O (-1.85, 0.76, -2.13)
P (-1.50, 0.91, -0.68)
Cl (-0.19, -0.84, -0.38)
H (0.63, -0.40, 1.76)
H (1.98, -0.37, 0.68)

Computed properties:
* total charge: 0
* 2S+1: 1
* Kohn-Sham gap (alpha / beta): 6.031 / 6.026 eV

---

Version iii
DFT (ωB97M-V/def2-TZVPD) results for a cluster of 2 separate species, CH2ClOP in total.

CARTESIAN COORDINATES (ANGSTROEM)
O (1.86, -2.21, 0.29)
C (1.55, -1.15, 0.08)
P (1.39, 0.45, -0.34)
H (0.27, 0.59, 0.46)
Cl (-1.18, 0.07, 2.65)
H (-0.01, 0.05, 2.49)

Computed properties:
* total charge: 0
* SMILES: O=C=P.Cl
* 2S+1: 1
* Kohn-Sham gap: 9.414 eV

---

Relative energies with respect to the most stable structure, expressed in kJ/mol: version i 528.4; version ii 220.0; version iii 0.0.

---

Version i
DFT (ωB97M-V/def2-TZVPD) results for the molecule CH4ClN3.

CARTESIAN COORDINATES (ANGSTROEM)
C (0.43, -0.49, -0.15)
N (-0.73, 0.26, 0.43)
N (-0.58, 1.51, 0.34)
N (1.41, 0.48, -0.20)
Cl (2.94, -0.19, 0.18)
H (0.67, -1.39, 0.44)
H (-0.05, -0.77, -1.12)
H (-1.68, -0.16, 0.49)
H (-1.40, 1.89, 0.88)

Computed properties:
* total charge: 0
* 2S+1: 1
* Kohn-Sham gap (alpha / beta): 6.315 / 10.042 eV

---

Version ii
DFT (ωB97M-V/def2-TZVPD) results for the molecule CH4ClN3.

CARTESIAN COORDINATES (ANGSTROEM)
N (-0.11, 2.04, 0.60)
N (0.19, 1.10, -0.42)
N (0.18, -0.10, -0.72)
C (-0.02, -1.61, -0.51)
Cl (-0.59, -2.26, 1.08)
H (0.36, 2.89, 0.35)
H (-0.23, 1.82, 1.59)
H (-0.76, -1.87, -1.27)
H (0.97, -2.02, -0.71)

Computed properties:
* total charge: 0
* SMILES: N/N=N\CCl
* 2S+1: 1
* Kohn-Sham gap: 8.840 eV

---

Relative energies with respect to the most stable structure, expressed in kJ/mol: version i 124.6; version ii 0.0.